# 1
The following is a DFT calculation (wB97M-V/def2-TZVPD) of a structure of composition C56H122F3O20V at a distorted geometry.

Calculated values
2S+1: 3
M in g/mol: 1223.510
Calculated total energy in eV: -134834.06216
<S²>: 2.040
E_HOMO (spin up / spin down) in Eh: -0.248 / -0.299

Each line ends with the Löwdin spin population.
Cartesian coordinates (Å):
V 21.1884 -7.0159 -26.0944  2.0765
F 22.2926 -2.8696 -28.8417  0.0003
F 20.2922 -2.2399 -29.3168  0.0002
F 21.0863 -4.0241 -30.1615  0.0001
O 24.0389 -0.3502 -32.1053  0.0000
O 20.6924 -5.9846 -24.1242  0.0265
O 25.3877 -1.5926 -24.5644  0.0000
O 23.1243 -6.3710 -25.0249  0.0216
O 22.5082 -7.7380 -27.9028  0.0184
O 19.2583 0.7103 -24.7059  0.0000
O 19.4320 -5.0885 -28.2502  -0.0003
O 23.7294 2.9488 -36.3701  0.0000
O 12.2658 -7.5411 -34.0725  0.0000
O 21.3679 -5.0029 -27.1728  0.0296
O 20.0425 -7.5923 -27.0561  -0.2060
O 23.4964 -7.8306 -30.0142  0.0008
O 28.1678 -1.1531 -22.1971  0.0000
O 20.3892 -8.5199 -32.3169  0.0000
O 22.9655 -0.4365 -25.7981  0.0000
O 19.6347 -10.4020 -31.3720  0.0000
O 13.8772 -6.4831 -32.7510  0.0000
O 24.9124 1.7252 -33.9812  0.0000
O 19.2429 2.5060 -23.2843  0.0000
O 18.2624 -7.1592 -25.3449  0.0055
C 12.8456 -7.3481 -33.0175  0.0000
C 17.2013 -0.6802 -32.2436  0.0000
C 26.0892 -1.6971 -23.3184  0.0000
C 22.8775 -6.1379 -23.6533  0.0069
C 20.4766 -9.8194 -32.0208  0.0000
C 17.2324 -5.6760 -29.1970  0.0000
C 23.6454 -6.1321 -31.7079  0.0000
C 27.5162 -1.0710 -23.4448  0.0000
C 26.0199 -3.6460 -29.5579  0.0000
C 24.5229 -6.6916 -25.3028  0.0014
C 19.3305 2.0547 -24.4196  0.0000
C 21.6757 -10.5472 -32.5706  0.0000
C 22.9916 -9.8787 -28.9806  0.0007
C 19.3497 -5.4214 -24.0852  0.0018
C 27.6024 -3.5479 -27.4944  0.0000
C 18.7304 1.0041 -31.0061  0.0000
C 19.5421 2.9295 -25.6599  0.0000
C 29.1853 -3.9984 -25.5368  0.0000
C 23.4588 3.7710 -37.4462  0.0000
C 13.2440 -4.4882 -27.2305  0.0000
C 21.8582 3.0496 -29.7399  0.0000
C 14.3875 -5.6289 -33.7988  0.0000
C 15.4213 -4.6223 -33.2535  0.0000
C 18.2974 -6.5047 -24.0349  0.0005
C 30.0424 -5.0237 -26.1966  0.0000
C 25.6988 1.9731 -35.0999  0.0000
C 18.5250 -0.3929 -31.5732  0.0000
C 23.1257 0.5219 -32.7750  0.0000
C 21.0383 -3.3414 -29.0271  0.0007
C 19.5807 -1.6343 -24.2146  0.0000
C 22.1724 -0.0835 -26.9745  0.0000
C 17.2609 -8.1645 -25.3934  0.0005
C 25.0890 3.1597 -35.9009  0.0000
C 12.0915 -6.7346 -27.8603  0.0000
C 24.1341 -2.2805 -24.5555  0.0000
C 20.2154 1.3202 -30.6662  0.0000
C 27.7413 -4.1150 -26.0546  0.0000
C 16.4375 -3.4152 -25.1810  0.0000
C 20.4341 -4.1822 -27.8188  0.0035
C 19.3493 -7.6980 -31.7241  0.0000
C 23.4048 -1.8212 -25.8335  0.0001
C 23.4841 -6.4465 -30.2286  0.0002
C 15.2217 -4.1803 -25.5796  0.0000
C 23.6464 0.9930 -34.1471  0.0000
C 13.4157 -6.0136 -27.5162  0.0000
C 12.3308 -7.9875 -31.7564  0.0000
C 19.3303 -6.3643 -32.5274  0.0000
C 26.2495 -3.9754 -28.0891  0.0000
C 23.4497 -1.0229 -30.9472  0.0000
C 18.3401 -4.6275 -29.0862  0.0000
C 29.5523 -1.3062 -22.3134  0.0000
C 21.7060 -5.1655 -23.6454  0.0016
C 19.3402 -0.2398 -23.6223  0.0000
C 22.9748 -8.3593 -28.8974  0.0030
C 20.3615 2.6727 -29.9193  0.0000
C 14.5533 -3.7174 -26.9138  0.0000
H 18.0851 1.0584 -30.1293  0.0000
H 27.3899 -5.1460 -26.0128  0.0000
H 19.1830 -0.6031 -32.4163  0.0000
H 22.3462 3.2945 -30.6833  0.0000
H 21.4072 -0.8260 -27.2006  0.0000
H 22.8371 1.3972 -32.1930  0.0000
H 17.0526 -1.7351 -32.4742  0.0000
H 22.0039 3.8375 -29.0009  0.0000
H 20.6664 0.5072 -30.0972  0.0000
H 16.2328 -5.2274 -32.8491  0.0000
H 21.8826 -10.0825 -33.5346  0.0000
H 23.6228 -2.0828 -23.6134  0.0000
H 18.4960 -5.7267 -32.2350  0.0000
H 22.5331 -7.0350 -23.1386  0.0033
H 24.8735 -7.5779 -24.7739  0.0003
H 18.7181 -1.1823 -30.8468  0.0000
H 19.8808 3.4619 -30.4975  0.0000
H 16.3309 -7.6565 -25.1380  0.0001
H 25.8435 1.1034 -35.7409  0.0000
H 26.0746 -5.0512 -28.0788  0.0000
H 13.7769 -6.5005 -26.6103  0.0000
H 16.8523 -3.8098 -24.2535  0.0000
H 24.0900 -1.9716 -26.6678  0.0000
H 12.8104 -3.8186 -27.9733  0.0000
H 11.2499 -7.8468 -31.7499  0.0000
H 23.5382 -10.3161 -28.1451  0.0001
H 22.1816 0.0174 -32.9809  0.0000
H 24.9839 -3.5893 -29.8919  0.0000
H 24.0655 3.4454 -38.2911  0.0000
H 27.8326 -2.4854 -27.5733  0.0000
H 16.3143 -0.4767 -31.6436  0.0000
H 16.5682 -5.4783 -30.0383  0.0000
H 24.4187 -6.7603 -32.1498  0.0000
H 19.8148 2.6279 -28.9774  0.0000
H 17.8969 -3.6948 -28.7372  0.0000
H 14.4995 -4.0950 -24.7677  0.0000
H 22.8846 -0.3791 -30.2732  0.0000
H 16.2193 -2.3737 -24.9449  0.0000
H 22.8882 -1.8969 -31.2774  0.0000
H 29.3664 -4.2106 -24.4831  0.0000
H 29.5397 -2.9849 -25.7249  0.0000
H 18.6664 -4.3987 -30.1007  0.0000
H 22.5396 -10.6714 -31.9175  0.0000
H 19.7362 3.9708 -25.4028  0.0000
H 28.3478 -4.0814 -28.0842  0.0000
H 16.6827 -5.9276 -28.2900  0.0000
H 17.0966 -8.4121 -26.4421  -0.0001
H 30.0732 -1.3126 -21.3559  0.0000
H 17.4817 -9.1074 -24.8932  0.0002
H 29.5553 -5.9981 -26.1605  0.0000
H 23.6379 -10.2847 -29.7588  0.0000
H 18.3832 -0.2821 -23.1022  0.0000
H 21.5631 -4.8631 -22.6080  0.0002
H 30.0117 -0.5256 -22.9198  0.0000
H 21.9137 -4.2778 -24.2429  0.0002
H 17.3207 -6.0611 -23.8416  0.0000
H 23.5541 4.8377 -37.2434  0.0000
H 25.1586 -5.8647 -24.9865  0.0001
H 13.5921 -5.0981 -34.3220  0.0000
H 24.6064 -6.8290 -26.3809  0.0000
H 19.9772 -3.5545 -27.0537  0.0004
H 12.2443 -7.7331 -28.2701  0.0000
H 27.5304 -0.0478 -23.8204  0.0000
H 25.1560 4.0941 -35.3435  0.0000
H 22.3562 2.2094 -29.2559  0.0000
H 15.0173 -3.9459 -32.5003  0.0000
H 22.4237 3.6340 -37.7591  0.0000
H 18.3095 1.8153 -31.6003  0.0000
H 24.2872 -3.3535 -24.6714  0.0000
H 20.2601 -5.8131 -32.3865  0.0000
H 17.2557 -3.4946 -25.8968  0.0000
H 18.6999 -1.8368 -24.8239  0.0000
H 26.6897 2.1272 -34.6729  0.0000
H 27.9985 -1.6205 -24.2532  0.0000
H 27.1292 -3.4747 -25.4194  0.0000
H 22.7854 -0.0638 -27.8755  0.0000
H 25.4424 -3.5747 -27.4757  0.0000
H 22.7072 -6.2833 -32.2418  0.0000
H 20.4194 -1.7161 -24.9059  0.0000
H 26.3896 -2.6374 -29.7425  0.0000
H 14.9173 -6.2856 -34.4888  0.0000
H 23.7543 -5.7799 -23.1136  0.0001
H 11.4132 -6.7491 -27.0072  0.0000
H 23.9696 -5.0938 -31.7783  0.0000
H 11.5658 -6.1389 -28.6065  0.0000
H 15.2880 -3.9011 -27.6978  0.0000
H 14.4461 -2.6487 -26.7284  0.0000
H 12.7827 -7.5579 -30.8624  0.0000
H 21.9751 -10.2420 -29.1314  0.0001
H 15.5103 -5.2311 -25.5559  0.0000
H 12.4373 -9.0723 -31.7560  0.0000
H 25.5743 -1.2326 -22.4773  0.0000
H 19.7255 -2.3322 -23.3900  0.0000
H 24.2991 -1.3797 -30.3648  0.0000
H 21.7823 0.9262 -26.8466  0.0000
H 21.4270 -11.5967 -32.7283  0.0000
H 19.1302 -4.8050 -23.2134  0.0000
H 23.8025 0.1391 -34.8063  0.0000
H 18.8050 2.8429 -26.4582  0.0000
H 29.8587 -2.2843 -22.6843  0.0000
H 24.3064 -6.0292 -29.6475  0.0000
H 17.0392 -0.1359 -33.1740  0.0000
H 25.7565 3.4214 -36.7219  0.0000
H 19.6957 -7.5450 -30.7020  0.0000
H 30.2639 -4.7040 -27.2148  0.0000
H 31.0254 -5.0114 -25.7258  0.0000
H 12.6173 -4.3633 -26.3475  0.0000
H 22.5533 -6.0689 -29.8054  0.0001
H 22.8874 1.5903 -34.6523  0.0000
H 19.2099 -4.7722 -24.9496  0.0004
H 18.3334 -8.0921 -31.7519  0.0000
H 18.4793 -7.1883 -23.2056  0.0001
H 14.2600 -6.1546 -28.1910  0.0000
H 20.7575 1.3485 -31.6115  0.0000
H 26.5101 -4.3412 -30.2395  0.0000
H 19.2459 -6.5739 -33.5937  0.0000
H 15.7740 -4.0261 -34.0951  0.0000
H 20.5130 2.6639 -26.0782  0.0000
H 17.6308 -6.6606 -29.4417  0.0000
H 20.1778 0.0637 -22.9942  0.0000
H 22.5115 -2.4447 -25.8730  0.0001
H 26.2050 -2.7483 -23.0547  0.0000

Atoms 1-3, force components in eV/Å:
-1.371 1.396 -3.209
-0.229 -0.263 0.579
-0.218 -0.028 0.439

---

# 2
The following is a DFT calculation (wB97M-V/def2-TZVPD) of a cluster of 8 separate species, C56H122N10O8 in total at a distorted geometry.

Calculated values
SMILES: CC1(C)CCCC(C)(C)N1O.CC1(C)CCCC(C)(C)N1O.CC1(C)CCCC(C)(C)N1O.CC1(C)CCCC(C)(C)N1O.CC1(C)CCCC(C)(C)N1O.CC1(C)CCCC(C)(C)N1O.NC(N)=O.NC(N)=O
M in g/mol: 1063.654
Calculated total energy in eV: -91327.28502
Relative energy (zero: lowest compared OMol25 entry of this formula, charge and spin) in kcal/mol: 9.4
E_HOMO in Eh: -0.296

Each line ends with the Löwdin charge.
Cartesian coordinates (Å):
O 1.8950 5.2974 -6.6419  -0.0173
O 2.4204 -2.9118 1.1123  -0.0423
O -3.5499 2.8835 -4.2563  0.0743
O -4.4224 -0.2728 -0.3471  -0.0536
O -3.3973 -3.8188 8.5343  -0.0321
O 2.8191 2.2532 1.8549  -0.0386
O -0.4580 -0.4091 -4.0698  -0.0228
O -1.5800 -0.1463 0.1280  0.0203
N 1.6814 4.3189 -5.6741  -0.1151
N -0.8888 -1.6154 -4.6413  -0.0865
N -2.0174 3.0490 -2.5819  0.1653
N 2.7183 3.5042 1.2411  -0.1115
N -2.3556 -3.7631 7.5612  -0.0948
N 0.6723 -0.5086 -0.0844  0.2025
N -4.9217 -0.7027 0.8905  -0.0929
N 3.4447 -1.9474 0.9791  -0.0992
N -2.9451 1.1473 -2.9213  0.1613
N -0.3347 -0.9016 1.8080  0.2037
C 1.7140 2.5511 -7.4859  -0.0595
C 1.2523 4.5493 3.0543  -0.0219
C -4.0813 -3.0246 0.8548  -0.0357
C 5.1255 -0.6157 2.1612  -0.1026
C 1.4319 3.6925 -3.3013  -0.1186
C -0.9933 -4.3143 -5.6881  -0.1911
C -6.2358 -2.6451 -0.2847  -0.0303
C -0.8801 -2.7382 5.2681  -0.1845
C -6.9623 0.7685 0.4243  -0.0302
C -6.5472 -0.0675 2.7428  -0.1354
C 1.9800 4.8064 -4.2694  -0.4667
C -5.3504 -2.1282 0.8862  -0.4791
C 5.2343 -0.8727 -0.4290  -0.1372
C -7.1724 -1.4605 2.6001  -0.1690
C 6.0310 -0.6198 0.8738  -0.1500
C 4.1117 -1.8048 2.3091  -0.4713
C 3.4726 5.0803 -4.0378  -0.0358
C 4.1880 -2.0148 -0.3199  -0.4764
C 1.4453 4.2050 1.5103  -0.4615
C 0.0690 -3.1605 -2.7821  -0.0240
C -2.0932 -1.3221 8.0497  -0.0371
C -1.4223 -2.6646 7.8986  -0.5290
C -0.7478 -3.0295 9.2252  -0.0413
C 2.9981 -1.5106 3.3972  -0.0251
C 3.7259 2.8444 -6.2039  -0.0318
C 1.8699 2.2248 -3.6182  -0.1742
C -1.8474 -3.9000 5.0267  -0.1254
C -2.9272 -3.9163 6.1734  -0.4532
C 3.8797 5.4719 0.3067  -0.1256
C 5.0459 -3.2892 -0.4748  -0.0281
C -0.3924 -0.7771 -6.9896  -0.0366
C 4.0229 4.2503 1.2563  -0.4683
C 1.3191 -2.1247 -5.7854  -0.0236
C 0.2247 3.3351 1.1291  -0.0479
C -1.0925 -2.6998 -3.6581  -0.4976
C -2.2367 -2.3233 -2.7187  -0.0484
C 2.1699 2.9956 -6.0875  -0.4623
C 1.3572 5.4937 0.6028  -0.1372
C 4.5306 4.7488 2.6613  -0.0294
C 1.6028 1.9293 -5.0698  -0.1579
C -2.9111 2.4159 -3.3589  -0.7167
C 5.1211 3.3156 0.6845  -0.0407
C 3.2536 -1.8379 -1.5448  -0.0273
C -1.6606 -3.9121 -4.4158  -0.1639
C -4.9099 1.5547 1.7146  -0.0329
C -6.0205 -2.4390 2.2557  -0.1411
C -5.8269 0.3558 1.3917  -0.4836
C -0.9028 -3.1191 -6.6339  -0.1374
C -0.3949 -2.6633 6.7260  -0.1285
C -0.2220 -1.9048 -5.9369  -0.4678
C 2.6136 6.3567 0.5767  -0.1662
C -3.9695 -2.8287 5.8288  -0.0380
C -0.4989 -0.5030 0.5531  -0.6931
C 1.1002 6.0340 -3.9807  -0.0390
C -3.6262 -5.3056 6.0111  -0.0375
C 4.8546 -3.0182 2.8337  -0.0424
H -6.6339 1.4607 -0.3548  0.0811
H -1.2954 -2.6603 10.0943  0.0816
H 1.0043 5.5542 -6.9159  0.1121
H 1.2932 1.4862 -3.0349  0.0930
H 4.1847 3.8308 -6.2981  0.0696
H -1.5377 -5.1523 -6.1330  0.1144
H -1.1365 -1.0303 2.3747  0.0977
H 0.6719 -0.2945 -1.0573  0.0817
H 4.0776 4.2207 -3.7307  0.0744
H 2.5320 -0.5229 3.2383  0.0761
H 0.3386 3.7337 -3.4065  0.0900
H 1.4944 6.8967 -4.5214  0.0813
H 0.2265 -2.5175 9.2213  0.0866
H 2.7650 -0.8593 -1.5623  0.0652
H -6.3946 -3.4743 2.2400  0.1203
H 5.5567 2.6012 1.3854  0.0690
H -7.6281 -1.8025 3.5356  0.1073
H 4.7973 6.0661 0.4506  0.1179
H 5.5536 -3.3683 -1.4377  0.0909
H 2.9366 2.0510 -3.3969  0.1007
H 2.8675 -3.7631 1.2985  0.0938
H 1.7250 -2.0543 -6.8023  0.0826
H -3.0944 -4.5559 9.0812  0.1055
H -0.1784 -1.1731 -7.9853  0.0849
H -0.1804 -4.0722 -2.2312  0.0942
H 0.0882 5.8364 -4.3440  0.0858
H -1.6481 -4.7900 -3.7580  0.1222
H -7.2714 0.7090 3.0497  0.1163
H 0.0230 -4.6801 -5.4915  0.1083
H -3.0567 -1.9020 -3.3246  0.0935
H 5.8013 -3.2682 0.3098  0.0656
H 6.8161 -1.3835 0.9788  0.1000
H 0.2603 0.0728 -6.8054  0.0434
H 3.8806 5.1569 -0.7530  0.1049
H -0.7529 3.8260 1.2182  0.0910
H -7.6635 1.3331 1.0551  0.0788
H 3.5176 5.7868 -3.1895  0.0731
H 2.0536 0.9481 -5.2908  0.1069
H 4.3734 3.9569 3.4019  0.0828
H -0.0132 -2.7061 4.5905  0.0955
H 1.9449 5.2971 3.4418  0.0573
H 4.2093 2.3692 -5.3412  0.0732
H -3.4195 -2.7673 1.6921  0.0704
H 2.1193 1.5507 -7.6714  0.0786
H 1.7935 -1.3347 -5.1998  0.0672
H -1.3071 0.0245 -3.8492  0.0729
H -0.2697 -3.3971 -7.4874  0.1192
H 5.9110 -2.9709 2.5607  0.0795
H 4.4564 -3.9994 2.5781  0.0834
H -3.7524 0.6156 -3.1655  0.1114
H 4.6841 2.7875 -0.1719  0.0798
H 2.5137 -2.6194 -1.7239  0.0629
H 0.2290 -1.7597 6.8082  0.1212
H -1.5133 -0.6158 8.6525  0.0899
H -3.0999 -1.3946 8.4551  0.0846
H -1.4424 -1.8106 5.0574  0.0956
H 1.0501 6.2574 -2.9071  0.0767
H 1.6863 3.9044 -2.2522  0.0979
H 6.5802 0.3268 0.8262  0.0999
H 3.9142 -1.8303 -2.4257  0.0951
H 5.9123 -1.1633 -1.2372  0.1169
H -2.1663 -0.8815 7.0491  0.0705
H 1.5922 -3.1137 -5.4100  0.0619
H -5.5944 2.4044 1.8683  0.0856
H -3.4989 -2.9798 -0.0670  0.0589
H -4.2412 1.7874 0.8859  0.0707
H -7.9328 -1.5094 1.8122  0.1037
H -4.4153 -4.0524 0.9994  0.0805
H 4.4373 -4.1875 -0.3229  0.0835
H 2.7456 1.6425 1.1079  0.0921
H -5.7956 -0.1144 3.5507  0.1099
H -4.3227 1.4248 2.6318  0.0809
H -1.9718 -1.5512 -1.9737  0.0610
H -3.5112 -1.8600 5.6287  0.0658
H -4.6856 -2.6804 6.6410  0.0876
H 0.5761 -0.9671 2.1992  0.0655
H 1.5089 -0.8819 0.3400  0.0652
H 2.1914 -2.2528 3.4312  0.0673
H -2.3856 -3.6819 4.0866  0.1102
H -0.5657 -4.1022 9.3403  0.0856
H -2.7145 -3.6975 -4.6285  0.1233
H -1.8788 -2.7890 -7.0140  0.1243
H -5.2414 -2.3905 3.0353  0.0919
H 0.1917 2.3817 1.6644  0.0709
H -2.3544 0.8275 -2.1796  0.0683
H 3.9865 5.6043 -4.8534  0.0835
H 0.9538 -3.3558 -3.3903  0.0651
H 4.5801 0.3306 2.2077  0.0913
H -7.5517 -0.0274 -0.0384  0.0669
H 4.0012 2.3092 -7.1074  0.0677
H -2.0812 4.0409 -2.6192  0.1031
H 2.0589 3.1991 -8.2964  0.0833
H 0.5269 1.8137 -5.2487  0.1093
H 0.6236 2.4577 -7.5611  0.0837
H 5.6080 4.9282 2.5816  0.0795
H -1.3996 -4.8895 4.8919  0.1116
H -2.6104 -3.1786 -2.1566  0.0800
H -6.4373 -3.7265 -0.2045  0.0857
H 0.2286 4.8930 3.2339  0.0766
H 2.7244 6.8945 1.5314  0.1031
H 0.5603 6.1034 1.0543  0.1183
H -2.9049 -6.1287 5.9268  0.0772
H 4.7494 0.0562 -0.7691  0.1093
H 0.3355 -2.4144 -2.0331  0.0518
H 5.9304 3.9418 0.2950  0.0854
H 1.3859 3.6249 3.6295  0.0780
H 1.0025 5.2548 -0.4127  0.0965
H 4.0621 5.6609 3.0350  0.0618
H 0.2737 -3.5202 6.8962  0.1201
H 5.7974 -0.6553 3.0274  0.1199
H -7.2025 -2.1465 -0.3827  0.0615
H 3.4650 -1.4776 4.3815  0.0800
H 0.3674 3.0588 0.0661  0.0738
H -1.8438 2.6457 -1.6839  0.0899
H 4.8358 -2.9382 3.9168  0.0802
H -4.3004 -5.5595 6.8381  0.0765
H -4.5406 -3.1205 4.9481  0.0576
H -5.6912 -2.5031 -1.2244  0.0749
H -3.4467 -0.2478 -0.2119  0.0517
H 2.4857 7.1464 -0.1781  0.1076
H -1.4256 -0.4130 -7.0007  0.0937
H -4.2285 -5.2824 5.0925  0.0810

Atoms 1-3, force components in eV/Å:
0.506 0.582 -0.341
0.506 -0.691 -0.612
-0.706 0.530 -1.012